Density functional theory data (the ωB97M-V functional and the def2-TZVPD basis) for the molecule C19H26O3Si in a non-equilibrium geometry.

Bonds (Å) are listed after each position.
Element x y z (Å)
1 C 7.535 -3.045 0.865  C2 1.520, H24 1.076, H25 1.093, H26 1.092
2 C 6.212 -2.317 1.035  C1 1.520, C3 1.500, H27 1.121, H28 1.138
3 C 5.198 -2.702 -0.001  C2 1.500, C4 1.538, H29 1.119, H30 1.105
4 C 3.853 -1.955 0.009  C3 1.538, C5 1.575, C21 1.585, C23 1.544
5 C 2.893 -2.648 -1.029  C4 1.575, O6 1.411, H31 1.095, H32 1.100
6 O 1.616 -2.061 -0.904  C5 1.411, C7 1.485
7 C 1.589 -0.903 0.024  O6 1.485, C8 1.535, O20 1.455, O22 1.418
8 C 0.180 -0.292 0.027  C7 1.535, C9 1.362, C19 1.369
9 C -0.007 1.024 -0.272  C8 1.362, C10 1.395, H33 1.094
10 C -1.287 1.560 -0.418  C9 1.395, C11 1.408, H34 1.077
11 C -2.456 0.810 -0.191  C10 1.408, C12 1.412, C18 1.399
12 C -3.770 1.320 -0.108  C11 1.412, C13 1.217
13 C -4.802 1.963 -0.137  C12 1.217, Si14 1.808
14 Si -6.220 3.063 -0.362  C13 1.808, C15 1.895, C16 1.875, C17 1.912
15 C -7.366 2.883 1.136  Si14 1.895, H35 1.098, H36 1.085, H37 1.083
16 C -7.180 2.339 -1.801  Si14 1.875, H38 1.087, H39 1.079, H40 1.075
17 C -5.766 4.872 -0.785  Si14 1.912, H41 1.090, H42 1.084, H43 1.081
18 C -2.262 -0.514 0.216  C11 1.399, C19 1.387, H44 1.106
19 C -0.962 -0.986 0.319  C8 1.369, C18 1.387, H45 1.085
20 O 2.594 0.073 -0.370  C7 1.455, C21 1.426
21 C 3.928 -0.429 -0.412  C4 1.585, O20 1.426, H46 1.091, H47 1.120
22 O 1.889 -1.356 1.333  C7 1.418, C23 1.412
23 C 3.165 -1.956 1.391  C4 1.544, O22 1.412, H48 1.094, H49 1.113
24 H 7.926 -2.752 -0.093  C1 1.076
25 H 7.368 -4.124 0.907  C1 1.093
26 H 8.188 -2.776 1.698  C1 1.092
27 H 5.787 -2.570 2.041  C2 1.121
28 H 6.320 -1.185 1.095  C2 1.138
29 H 4.966 -3.784 0.166  C3 1.119
30 H 5.599 -2.613 -1.027  C3 1.105
31 H 3.214 -2.504 -2.066  C5 1.095
32 H 2.848 -3.736 -0.868  C5 1.100
33 H 0.841 1.710 -0.196  C9 1.094
34 H -1.406 2.602 -0.665  C10 1.077
35 H -7.647 1.828 1.025  C15 1.098
36 H -8.226 3.541 1.086  C15 1.085
37 H -6.868 3.078 2.077  C15 1.083
38 H -8.249 2.345 -1.601  C16 1.087
39 H -6.995 2.912 -2.697  C16 1.079
40 H -6.818 1.341 -1.964  C16 1.075
41 H -5.632 5.473 0.114  C17 1.090
42 H -6.600 5.304 -1.327  C17 1.084
43 H -4.861 4.851 -1.376  C17 1.081
44 H -3.094 -1.168 0.540  C18 1.106
45 H -0.791 -1.929 0.828  C19 1.085
46 H 4.546 0.117 0.302  C21 1.091
47 H 4.314 -0.277 -1.452  C21 1.120
48 H 2.957 -2.986 1.695  C23 1.094
49 H 3.741 -1.442 2.194  C23 1.113

Computed properties:
SMILES: CCC[C@]12CO[C@](c3ccc(C#C[Si](C)(C)C)cc3)(OC1)OC2
Kohn-Sham gap: 0.341 hartree
Energy above the lowest of the compared OMol25 structures with the same formula, charge and spin: 115.9 kJ/mol
Maximum force: 2.35 eV Å⁻¹
DFT total energy: -34143.332 eV
Total charge: 0

Mulliken atomic charge list, values in e, 5 entries: -1.3104 -0.2314 -1.4676 1.4544 -0.9306